64
Properties=species:S:1:pos:R:3:forces:R:3:nbo_charge:R:1 method="wB97M-V/def2-TZVPD" charge=+4 relative_energy_kj_mol=12.7
Hf 0.268888 0.523873 -0.088140 -0.15 -0.50 -0.43 1.987
C -3.728666 0.232117 -0.268065 -0.03 0.02 -0.02 -0.665
C -2.491053 0.189902 -1.103612 0.02 0.23 -0.01 0.043
C -1.822781 1.366562 -1.512252 -0.19 0.06 0.11 -0.304
C -0.833789 1.325893 -2.502225 0.19 0.09 0.11 -0.241
C -0.436603 0.101970 -3.044769 -0.02 0.06 0.07 -0.209
C -1.026724 -1.074451 -2.582507 0.00 0.03 0.00 -0.137
C -2.027230 -1.029181 -1.611663 0.04 -0.01 0.02 -0.209
H -4.571141 -0.055934 -0.903911 0.00 -0.01 -0.01 0.300
H -3.941212 1.228604 0.109424 0.00 -0.02 -0.01 0.244
H -3.697846 -0.483897 0.553983 0.01 0.00 0.01 0.244
H -2.171743 2.332195 -1.159683 -0.05 -0.02 -0.05 0.273
H -0.405707 2.258804 -2.856676 -0.03 -0.02 -0.06 0.284
H 0.279720 0.060289 -3.857821 0.00 0.00 0.01 0.275
H -0.741067 -2.024029 -3.020460 0.00 0.00 0.00 0.281
H -2.534866 -1.942162 -1.321536 0.00 -0.01 0.00 0.270
N 2.132915 0.782071 -1.558537 0.10 -0.12 0.04 -0.930
C 2.995332 1.910361 -1.217983 0.00 0.21 0.11 0.048
C 4.195008 2.155314 -1.834145 -0.11 -0.05 0.04 -0.134
C 4.939491 3.299553 -1.495402 0.07 0.03 -0.02 -0.162
C 4.464156 4.174288 -0.559038 -0.01 0.02 0.01 -0.098
C 3.231075 3.932388 0.093970 -0.08 -0.13 -0.05 -0.114
C 2.719366 4.789786 1.083783 -0.06 -0.07 0.00 0.010
C 1.535294 4.460713 1.707948 0.02 0.02 -0.01 -0.254
C 0.868634 3.304847 1.335506 -0.07 0.03 0.01 0.102
N 1.280313 2.459745 0.368911 -0.08 0.32 0.10 -0.712
C 2.482061 2.776735 -0.244193 0.22 -0.05 -0.18 0.238
H 1.784838 0.938950 -2.503683 0.05 -0.04 0.01 0.431
H 2.699866 -0.063262 -1.646965 0.05 0.06 0.01 0.430
H 4.574736 1.478833 -2.591824 0.00 -0.01 -0.01 0.258
H 5.883666 3.483374 -1.989749 0.00 0.00 0.00 0.279
H 5.026061 5.062668 -0.299533 0.00 0.00 0.00 0.268
H 3.261481 5.688190 1.354890 0.01 0.01 0.00 0.276
H 1.116127 5.082863 2.486228 0.00 0.00 0.00 0.278
H -0.036441 3.046017 1.859656 -0.01 -0.01 -0.01 0.221
C -0.112515 -3.438496 0.298800 0.04 -0.02 -0.04 -0.732
Se 1.121488 -2.162532 -0.532818 0.09 -0.20 0.20 0.368
C 2.691863 -2.474349 0.617270 -0.04 0.09 0.04 -0.550
C 2.526332 -1.941501 2.024171 -0.10 0.06 -0.11 -0.554
Se 2.253609 -0.002959 1.882583 0.13 -0.13 0.10 0.411
C 1.723305 0.451818 3.706128 0.00 0.04 -0.02 -0.730
H 0.374835 -4.409771 0.232685 0.02 0.02 -0.02 0.287
H -1.022890 -3.455693 -0.292519 -0.01 0.01 0.01 0.257
H -0.318920 -3.181435 1.332603 0.00 -0.01 -0.01 0.230
H 3.539012 -2.014293 0.106122 -0.03 -0.02 -0.03 0.258
H 2.851839 -3.553632 0.601483 -0.05 0.00 0.00 0.295
H 3.441676 -2.097819 2.596787 0.00 0.05 0.00 0.294
H 1.699248 -2.402382 2.562770 -0.02 0.05 0.00 0.241
H 0.851468 -0.121522 4.005995 0.01 0.00 -0.03 0.239
H 1.520832 1.520207 3.726901 -0.01 -0.01 -0.02 0.254
H 2.575883 0.234019 4.345931 0.02 -0.01 -0.05 0.285
N -3.915352 0.661501 4.682428 -0.01 -0.02 0.03 -0.653
C -3.052526 0.687064 3.692930 0.07 0.00 -0.08 0.305
C -2.908557 1.825165 2.844522 0.03 0.03 -0.04 -0.269
C -2.009709 1.811090 1.828799 -0.10 0.01 0.03 0.052
N -1.164322 0.764868 1.554349 -0.01 -0.04 0.17 -0.792
C -1.318635 -0.330600 2.365834 0.05 -0.04 0.04 0.051
C -2.208010 -0.423605 3.386878 0.00 0.00 -0.02 -0.281
H -4.509508 1.452524 4.892412 0.00 0.00 0.00 0.443
H -4.024719 -0.148957 5.276768 0.00 0.00 0.00 0.441
H -3.532975 2.697305 2.989590 0.00 0.02 0.00 0.274
H -1.951547 2.668516 1.168612 0.01 -0.01 0.03 0.228
H -0.661052 -1.172460 2.158590 -0.02 0.02 0.02 0.215
H -2.265775 -1.333044 3.970182 0.01 -0.01 0.00 0.268